Arrangement 1

Entry from the Open Molecules 2025 dataset: one molecule with the formula C4H9N3O (ωB97M-V with the def2-TZVPD basis set).

Output
SMILES string: CN1N[C@@]1(C)C(N)=O

CARTESIAN COORDINATES (ANGSTROEM)
C  1.2074  -0.0858  1.8390
N  1.3872  0.4484  0.5025
N  0.5869  1.5410  0.1850
C  -0.1733  0.4599  -0.2881
C  -1.5581  0.2741  0.2604
C  0.1676  -0.1371  -1.6249
N  -0.4179  -1.3455  -1.8789
O  0.8946  0.4150  -2.4287
H  2.0694  0.2358  2.4302
H  0.2907  0.2479  2.3329
H  1.2413  -1.1762  1.7957
H  1.0012  2.1645  -0.5044
H  -1.6344  -0.6203  0.8877
H  -2.2868  0.1834  -0.5444
H  -1.8290  1.1273  0.8828
H  -0.1069  -1.8415  -2.6987
H  -0.8399  -1.8911  -1.1481

Want to see where the charge sits? The natural (NBO) charges in e are:
1. C -0.44
2. N -0.19
3. N -0.48
4. C 0.11
5. C -0.66
6. C 0.64
7. N -0.83
8. O -0.61
9. H 0.21
10. H 0.19
11. H 0.20
12. H 0.38
13. H 0.22
14. H 0.24
15. H 0.24
16. H 0.41
17. H 0.39

=====

Arrangement 2

Entry from the Open Molecules 2025 dataset: one molecule with the formula C4H9N3O (ωB97M-V with the def2-TZVPD basis set).

CARTESIAN COORDINATES (ANGSTROEM)
N  1.2812  0.0932  -0.1732
N  1.6573  -1.2437  0.0611
C  0.6586  0.8488  1.2565
O  0.7336  0.1878  2.2956
H  2.0561  0.5918  -0.6032
H  1.3886  -1.4406  1.0292
H  1.0983  -1.8167  -0.5761
H  1.0622  1.8723  1.1681
C  -0.1102  0.3270  -1.0300
C  -1.8030  0.5639  0.9440
C  -0.7566  -0.7039  -1.6652
N  -0.6681  0.7994  0.4585
H  0.0608  1.2331  -1.6032
H  -2.6048  0.2868  0.2608
H  -1.9516  0.5968  2.0199
H  -1.0707  -1.5969  -1.1404
H  -1.0318  -0.5990  -2.7025

Want to see where the charge sits? The natural (NBO) charges in e are:
1. N -0.35
2. N -0.66
3. C 0.46
4. O -0.72
5. H 0.38
6. H 0.38
7. H 0.37
8. H 0.12
9. C 0.05
10. C 0.06
11. C -0.81
12. N -0.34
13. H 0.21
14. H 0.21
15. H 0.21
16. H 0.20
17. H 0.22

=====

Which one is most stable, and which one is least stable? arrangement 1 is the most stable of them, while arrangement 2 is the least stable.

=====

Arrangement 1

Entry from the Open Molecules 2025 dataset: one molecule with the formula C4HNO (ωB97M-V with the def2-TZVPD basis set).

Output
SMILES string: C#CC(=O)C#N

CARTESIAN COORDINATES (ANGSTROEM)
C  -0.2888  0.1058  -1.9313
C  -0.1409  0.1241  -0.7366
C  -0.0491  0.3860  0.6834
O  -0.3672  1.4481  1.1620
C  0.4520  -0.6982  1.5485
N  0.8382  -1.5240  2.2607
H  -0.4443  0.1581  -2.9867

Want to see where the charge sits? The natural (NBO) charges in e are:
1. C -0.07
2. C -0.14
3. C 0.42
4. O -0.41
5. C 0.18
6. N -0.22
7. H 0.25

=====

Arrangement 2

Entry from the Open Molecules 2025 dataset: one molecule with the formula C4HNO (ωB97M-V with the def2-TZVPD basis set).

CARTESIAN COORDINATES (ANGSTROEM)
O  -2.1220  -0.6811  1.1462
C  -1.6110  -0.0233  0.2719
C  -0.1547  0.0387  0.1397
C  1.0502  -0.0340  0.2006
C  2.6993  0.4318  -0.4785
N  2.4142  -0.2645  0.4829
H  -2.2121  0.5542  -0.4545

Want to see where the charge sits? The natural (NBO) charges in e are:
1. O -0.46
2. C 0.36
3. C -0.11
4. C 0.14
5. C 0.43
6. N -0.50
7. H 0.15

=====

Which one is most stable, and which one is least stable? arrangement 1 is the most stable of them, while arrangement 2 is the least stable.

=====

Arrangement 1

Entry from the Open Molecules 2025 dataset: a 4-piece molecular cluster, C3H15NO3S overall (ωB97M-V with the def2-TZVPD basis set).

Output
SMILES string: CNCCS.O.O.O

CARTESIAN COORDINATES (ANGSTROEM)
C  -0.8687  2.9751  -1.3819
N  0.5730  2.5247  -1.4907
C  0.8190  1.0730  -1.8107
C  1.7022  0.4474  -0.7459
S  1.9393  -1.3515  -0.9168
H  -1.3888  2.2775  -0.6508
H  -1.3021  2.9742  -2.4262
H  -0.9564  3.7760  -0.6550
H  1.0431  3.0391  -2.2697
H  -0.1995  0.5539  -1.7374
H  1.3074  0.7795  -2.7743
H  2.7344  0.9010  -0.8923
H  1.0951  0.6632  0.2596
H  3.2537  -1.3875  -0.5710
O  0.1461  -1.9015  3.2102
H  -0.0713  -2.5976  2.3912
H  1.1875  -1.9105  3.2384
O  -2.3051  -2.2027  0.6860
H  -2.9684  -2.2624  1.4064
H  -2.7003  -1.5954  0.1547
O  -2.9746  0.4114  2.1765
H  -2.7981  1.3468  2.2130
H  -2.1221  -0.0361  2.4675

Want to see where the charge sits? The natural (NBO) charges in e are:
1. C -0.44
2. N -0.65
3. C -0.25
4. C -0.53
5. S -0.06
6. H 0.20
7. H 0.20
8. H 0.22
9. H 0.36
10. H 0.18
11. H 0.19
12. H 0.23
13. H 0.22
14. H 0.13
15. O -0.97
16. H 0.49
17. H 0.48
18. O -0.93
19. H 0.47
20. H 0.46
21. O -0.96
22. H 0.47
23. H 0.49

=====

Arrangement 2

Entry from the Open Molecules 2025 dataset: a 5-piece molecular cluster, C3H15NO3S overall (ωB97M-V with the def2-TZVPD basis set).

CARTESIAN COORDINATES (ANGSTROEM)
C  -0.9022  -1.7330  -0.0397
C  -0.7866  -0.3155  0.5203
C  -2.0399  0.3518  0.9961
S  -1.5870  2.0709  1.5386
N  0.3403  -2.1983  -0.6415
H  -1.2113  -2.4767  0.7119
H  -1.7567  -1.7761  -0.7670
H  -0.2082  0.3511  -0.1487
H  -0.1396  -0.3818  1.4945
H  -2.7276  0.3390  0.1707
H  -2.5608  -0.0119  1.9247
H  -1.4994  2.9565  -0.4147
H  0.5980  -3.1785  -0.5852
H  0.2616  -1.9842  -1.6288
H  0.2704  2.3847  0.4384
H  1.4565  1.7533  0.9271
O  1.1960  2.1962  0.0935
H  2.8988  -0.0574  0.3750
H  1.8495  -1.1609  0.3332
O  2.3820  -0.6288  1.0206
H  1.5367  1.2568  -2.8856
H  1.1959  1.4629  -1.3833
O  1.4336  0.7800  -2.0501

Want to see where the charge sits? The natural (NBO) charges in e are:
1. C -0.21
2. C -0.46
3. C -0.51
4. S -0.01
5. N -0.86
6. H 0.19
7. H 0.16
8. H 0.24
9. H 0.22
10. H 0.22
11. H 0.23
12. H 0.10
13. H 0.38
14. H 0.37
15. H 0.48
16. H 0.50
17. O -0.99
18. H 0.47
19. H 0.50
20. O -0.99
21. H 0.46
22. H 0.50
23. O -0.99

=====

Which one is most stable, and which one is least stable? arrangement 1 is the most stable of them, while arrangement 2 is the least stable.

=====

Arrangement 1

Entry from the Open Molecules 2025 dataset: one molecule with the formula C5H7N3 (ωB97M-V with the def2-TZVPD basis set).

CARTESIAN COORDINATES (ANGSTROEM)
C  -0.0586  0.2628  -0.0508
C  0.7718  -0.2002  -1.2191
C  -1.4017  0.8269  -0.4031
N  0.5730  0.8299  1.0312
C  0.1220  -1.6278  1.0265
C  1.5065  0.0775  1.6878
N  -0.6381  -2.4906  0.8089
N  1.3545  -1.1735  1.6750
H  0.0914  1.5461  1.5616
H  1.8150  -0.3768  -0.9660
H  -1.9732  1.1061  0.4829
H  0.3651  -1.1287  -1.6098
H  0.7257  0.5496  -2.0125
H  -1.9625  0.0874  -0.9744
H  -1.2909  1.7113  -1.0381

Want to see where the charge sits? The natural (NBO) charges in e are:
1. C 0.40
2. C -0.69
3. C -0.69
4. N -0.56
5. C 0.26
6. C 0.24
7. N -0.36
8. N -0.49
9. H 0.42
10. H 0.25
11. H 0.23
12. H 0.26
13. H 0.23
14. H 0.26
15. H 0.24

=====

Arrangement 2

Entry from the Open Molecules 2025 dataset: one molecule with the formula C5H7N3 (ωB97M-V with the def2-TZVPD basis set).

Output
SMILES string: Cc1ncnc(C)n1

CARTESIAN COORDINATES (ANGSTROEM)
C  -2.5180  -0.6663  -0.0381
C  -1.1127  0.0631  -0.1164
N  -1.0585  1.3652  0.0675
C  0.1561  2.0040  -0.0100
N  1.2970  1.3041  -0.1343
C  1.0979  -0.0745  -0.1064
C  2.4118  -0.8274  0.0859
N  -0.0921  -0.6826  -0.0823
H  -2.8687  -0.3032  1.0127
H  -3.2621  -0.1773  -0.6738
H  -2.3775  -1.8983  -0.0997
H  0.2460  3.0450  0.0572
H  2.2852  -1.8362  0.6196
H  3.2339  -0.1567  0.4130
H  2.5617  -1.1588  -0.9948

Want to see where the charge sits? The natural (NBO) charges in e are:
1. C -0.67
2. C 0.46
3. N -0.51
4. C 0.29
5. N -0.50
6. C 0.47
7. C -0.67
8. N -0.51
9. H 0.24
10. H 0.24
11. H 0.24
12. H 0.19
13. H 0.24
14. H 0.25
15. H 0.24

=====

Which one is most stable, and which one is least stable? arrangement 2 is the most stable of them, while arrangement 1 is the least stable.